No. 1
The following is a quantum chemistry calculation of a single C3H5F2N molecule in a non-equilibrium geometry, from the Open Molecules 2025 dataset.

Bonds (Å) are listed after each position.
Atoms and positions in Å:
1 C -1.11055 0.91319 0.64237  C2 1.372, H7 1.107, H8 1.156
2 C -0.48632 -0.30423 0.53887  C1 1.372, C3 1.456, N4 1.447
3 C 0.67195 -0.71587 -0.24209  C2 1.456, H9 1.055, H10 1.034, H11 1.097
4 N -1.14663 -1.40792 1.20105  C2 1.447, F5 1.397, F6 1.426
5 F -1.66961 -0.92986 2.40461  N4 1.397
6 F -0.25420 -2.43815 1.62120  N4 1.426
7 H -2.00671 1.16425 1.24089  C1 1.107
8 H -0.65402 1.66109 -0.11231  C1 1.156
9 H 0.45709 -1.39028 -1.02424  C3 1.055
10 H 1.28456 -1.30291 0.34877  C3 1.034
11 H 1.07120 0.27577 -0.49021  C3 1.097

Calculated values
SMILES: C=C(C)N(F)F
Charge: 0
Frontier orbital gap: 10.5 eV
HOMO level: -9.6 eV
Energy: -371.6183 Eh

---

No. 2
The following is a quantum chemistry calculation of 6 unconnected molecules or ions with the total composition C8H28N8O8 in a non-equilibrium geometry, from the Open Molecules 2025 dataset.

Bonds (Å) are listed after each position.
Atoms and positions in Å:
1 N 4.40972 1.91699 0.99624  C2 1.378, H5 1.001, H6 1.025
2 C 3.44461 1.08388 1.51997  N1 1.378, N3 1.355, O4 1.219
3 N 3.93959 0.15152 2.36900  C2 1.355, H7 0.999, H8 1.012
4 O 2.31833 0.94256 1.07504  C2 1.219
5 H 5.01477 2.35558 1.66197  N1 1.001
6 H 4.12879 2.53481 0.22818  N1 1.025
7 H 3.22275 -0.38738 2.80924  N3 0.999
8 H 4.92822 -0.00330 2.52292  N3 1.012
9 N 3.58383 -1.13079 -1.92882  C10 1.372, H13 1.039, H14 1.028
10 C 2.72135 -2.13694 -1.57299  N9 1.372, N11 1.331, O12 1.227
11 N 1.45785 -2.11570 -1.99178  C10 1.331, H15 1.018, H16 1.018
12 O 3.12528 -3.05413 -0.86550  C10 1.227
13 H 3.32701 -0.63899 -2.80732  N9 1.039
14 H 4.52508 -1.53630 -1.85409  N9 1.028
15 H 1.07987 -3.05352 -1.87068  N11 1.018
16 H 1.17324 -1.65196 -2.85234  N11 1.018
17 N -0.87199 -3.84961 1.76877  C18 1.305, H21 0.999, H22 1.017
18 C -1.57163 -3.71927 2.86317  N17 1.305, N19 1.304, O20 1.220
19 N -1.67638 -2.55573 3.44206  C18 1.304, H23 1.017, H24 1.027
20 O -2.03347 -4.69875 3.42475  C18 1.220
21 H -0.18210 -3.17905 1.49907  N17 0.999
22 H -0.58572 -4.82380 1.71791  N17 1.017
23 H -2.19038 -2.71056 4.30622  N19 1.017
24 H -1.05106 -1.77238 3.21828  N19 1.027
25 N -4.69025 2.87434 2.86048  C26 1.313, H29 1.009, H30 1.013
26 C -3.82612 2.15734 3.54051  N25 1.313, N27 1.385, O28 1.191
27 N -2.88771 1.39984 2.85921  C26 1.385, H31 1.001, H32 1.017
28 O -3.77341 2.27170 4.72491  C26 1.191
29 H -5.10393 2.51803 2.01158  N25 1.009
30 H -5.36434 3.32756 3.46498  N25 1.013
31 H -2.44686 0.82927 3.55320  N27 1.001
32 H -3.03316 0.93895 1.96393  N27 1.017
33 O -1.19109 0.90960 -6.19164  C34 1.414, H37 0.962
34 C -0.77940 2.03368 -5.43841  O33 1.414, C35 1.491, H38 1.101, H39 1.095
35 C -0.78224 1.64988 -3.99739  C34 1.491, O36 1.425, H40 1.101, H41 1.102
36 O 0.27863 0.78775 -3.59539  C35 1.425, H42 0.983
37 H -1.15209 0.04565 -5.76973  O33 0.962
38 H 0.19421 2.45850 -5.72831  C34 1.101
39 H -1.48898 2.86236 -5.53534  C34 1.095
40 H -1.74657 1.20094 -3.71292  C35 1.101
41 H -0.71760 2.62990 -3.49736  C35 1.102
42 H 0.38517 0.95432 -2.63244  O36 0.983
43 O -0.01543 -0.44413 1.63462  C44 1.410, H47 0.962
44 C -0.69233 -0.51227 0.39947  O43 1.410, C45 1.507, H48 1.109, H49 1.092
45 C -0.85663 0.78421 -0.35046  C44 1.507, O46 1.387, H50 1.079, H51 1.085
46 O 0.29992 1.33097 -0.88527  C45 1.387, H52 0.972
47 H 0.90903 -0.27948 1.42441  O43 0.962
48 H -0.25759 -1.29446 -0.25519  C44 1.109
49 H -1.68073 -0.87922 0.68439  C44 1.092
50 H -1.32638 1.57275 0.21736  C45 1.079
51 H -1.53377 0.57238 -1.17074  C45 1.085
52 H 1.04205 1.33247 -0.25774  O46 0.972

Calculated values
SMILES: NC(N)=O.NC(N)=O.NC(N)=O.NC(N)=O.OCCO.OCCO
Charge: 0
Frontier orbital gap: 9.6 eV
HOMO level: -9.4 eV
Energy: -1361.6855 Eh

---

No. 3
The following is a quantum chemistry calculation of a single C5H12O2 molecule in a non-equilibrium geometry, from the Open Molecules 2025 dataset.

Bonds (Å) are listed after each position.
Atoms and positions in Å:
1 C 0.69826 -1.20165 2.05254  C2 1.609, H8 1.104, H9 1.092, H10 1.080
2 C 0.54485 -1.46683 0.47264  C1 1.609, C3 1.537, H11 1.102, H12 1.102
3 C -0.45515 -0.44853 -0.09857  C2 1.537, O4 1.423, C5 1.538, H13 1.096
4 O -0.83962 0.41678 0.96409  C3 1.423, H14 0.976
5 C 0.05307 0.50203 -1.19525  C3 1.538, C6 1.524, O7 1.430, H15 1.101
6 C -1.10356 1.40529 -1.60597  C5 1.524, H16 1.093, H17 1.095, H18 1.096
7 O 1.09858 1.23609 -0.55163  C5 1.430, H19 0.964
8 H 0.35055 -0.28658 2.56368  C1 1.104
9 H 0.14058 -1.96297 2.60173  C1 1.092
10 H 1.75187 -1.21679 2.28909  C1 1.080
11 H 1.49625 -1.44804 -0.08299  C2 1.102
12 H 0.19365 -2.49097 0.26935  C2 1.102
13 H -1.37125 -0.94158 -0.44281  C3 1.096
14 H -0.01771 0.92505 1.09726  O4 0.976
15 H 0.47106 -0.00286 -2.07951  C5 1.101
16 H -1.56035 1.81299 -0.70042  C6 1.093
17 H -0.77290 2.22463 -2.25265  C6 1.095
18 H -1.86848 0.83022 -2.14092  C6 1.096
19 H 1.24513 2.05364 -1.04147  O7 0.964

Calculated values
SMILES: CC[C@@H](O)[C@@H](C)O
Charge: 0
Frontier orbital gap: 10.8 eV
HOMO level: -9.9 eV
Energy: -348.1487 Eh

---

No. 4
The following is a quantum chemistry calculation of a single C5H6O molecule in a non-equilibrium geometry, from the Open Molecules 2025 dataset.

Bonds (Å) are listed after each position.
Atoms and positions in Å:
1 C -2.87318 -0.15432 -0.01161  C2 1.490, H7 1.100, H8 1.098, H9 1.099
2 C -1.40324 0.08740 -0.03849  C1 1.490, C3 1.223
3 C -0.21007 0.35407 0.00785  C2 1.223, C4 1.489
4 C 1.23497 0.58694 -0.26661  C3 1.489, C5 1.763, O6 1.376, H10 1.121
5 C 2.72622 -0.20678 0.23936  C4 1.763, O6 1.391, H11 1.077, H12 1.111
6 O 1.84973 -0.52530 -0.79298  C4 1.376, C5 1.391
7 H -3.23258 -0.73749 -0.87178  C1 1.100
8 H -3.16633 -0.70554 0.89149  C1 1.098
9 H -3.42469 0.79595 -0.00902  C1 1.099
10 H 2.03261 1.35317 -0.08549  C4 1.121
11 H 2.73011 -0.82390 1.12188  C5 1.077
12 H 3.73647 -0.02419 -0.18461  C5 1.111

Calculated values
SMILES: CC#C[C@H]1CO1
Charge: 0
Frontier orbital gap: 9.0 eV
HOMO level: -8.2 eV
Energy: -269.1434 Eh

---

No. 5
The following is a quantum chemistry calculation of a single C6H10N2O2 molecule in a non-equilibrium geometry, from the Open Molecules 2025 dataset.

Bonds (Å) are listed after each position.
Atoms and positions in Å:
1 O 2.75176 2.41056 -0.49558  C2 1.213
2 C 1.75366 2.08756 0.11369  O1 1.213, O3 1.326, C4 1.519
3 O 0.61790 2.77105 0.11458  C2 1.326, H11 0.965
4 C 1.77740 0.85826 1.00575  C2 1.519, N5 1.466, H12 1.089, H13 1.064
5 N 0.43917 0.41325 1.40507  C4 1.466, C6 1.405, H14 1.026
6 C -0.32839 -0.36822 0.52457  N5 1.405, N7 1.281, C10 1.476
7 N -1.23155 -1.15837 0.97155  C6 1.281, C8 1.451
8 C -1.82235 -1.89266 -0.13236  N7 1.451, C9 1.534, H15 1.117, H16 1.081
9 C -1.44467 -1.11144 -1.39684  C8 1.534, C10 1.533, H17 1.127, H18 1.089
10 C -0.18148 -0.37095 -0.94430  C6 1.476, C9 1.533, H19 1.116, H20 1.077
11 H -0.03745 2.27805 0.62382  O3 0.965
12 H 2.30655 0.12515 0.39839  C4 1.089
13 H 2.28512 1.07202 1.91592  C4 1.064
14 H 0.31220 0.13666 2.38460  N5 1.026
15 H -2.90849 -2.01065 0.10081  C8 1.117
16 H -1.39885 -2.88754 -0.13827  C8 1.081
17 H -2.24411 -0.34629 -1.61253  C9 1.127
18 H -1.33817 -1.72233 -2.29264  C9 1.089
19 H 0.76909 -0.90219 -1.18906  C10 1.116
20 H -0.07735 0.61807 -1.35717  C10 1.077

Calculated values
SMILES: O=C(O)CNC1=NCCC1
Charge: 0
Frontier orbital gap: 9.9 eV
HOMO level: -9.2 eV
Energy: -494.6309 Eh

---

No. 6
The following is a quantum chemistry calculation of a gas-phase ion, C4H9O2 (charge -1) in a non-equilibrium geometry, from the Open Molecules 2025 dataset.

Bonds (Å) are listed after each position.
Atoms and positions in Å:
1 C -0.71883 -1.96329 -1.09914  C2 1.602, H7 1.127, H8 1.088, H9 1.157
2 C -0.47055 -0.73103 -0.10568  C1 1.602, O3 1.360, C4 1.590, H10 1.194
3 O -0.34336 -0.77441 1.24724  C2 1.360
4 C 0.71614 0.10853 -0.75110  C2 1.590, C5 1.582, H11 1.136, H12 1.043
5 C 0.60653 1.59851 -0.23228  C4 1.582, O6 1.455, H13 0.992, H14 1.085
6 O 0.23312 1.75120 1.16591  C5 1.455, H15 1.016
7 H 0.20932 -2.59791 -1.02572  C1 1.127
8 H -1.44756 -2.56181 -0.55583  C1 1.088
9 H -1.12234 -1.64785 -2.13612  C1 1.157
10 H -1.32893 0.06218 -0.34940  C2 1.194
11 H 1.76776 -0.20199 -0.45549  C4 1.136
12 H 0.55569 0.15532 -1.78052  C4 1.043
13 H -0.01147 2.06106 -0.85587  C5 0.992
14 H 1.60052 2.03323 -0.22686  C5 1.085
15 H -0.14084 0.80718 1.20977  O6 1.016

Calculated values
SMILES: C[C@@H]([O-])CCO
Charge: -1
Frontier orbital gap: 7.5 eV
HOMO level: -3.1 eV
Energy: -308.2402 Eh